{
  "formula": "C26H70FeN4O16PY",
  "method": "ωB97M-V/def2-TZVPD",
  "homo_energy_ha": [-0.4814, -0.4814],
  "total_energy_ha": -4098.47107,
  "multiplicity": 5,
  "molar_mass_da": 870.6,
  "s_squared": 6.01,
  "total_charge": 2,
  "homo_lumo_gap_ev": [6.7, 6.7],
  "elements": ["Fe", "Y", "P", "O", "O", "O", "O", "C", "C", "C", "O", "C", "N", "H", "H", "H", "H", "H", "H", "H", "H", "H", "H", "H", "C", "C", "C", "O", "C", "N", "H", "H", "H", "H", "H", "H", "H", "H", "H", "H", "H", "C", "C", "O", "O", "H", "H", "H", "H", "H", "H", "C", "C", "O", "O", "H", "H", "H", "H", "H", "H", "C", "C", "O", "O", "H", "H", "H", "H", "H", "H", "C", "O", "C", "C", "N", "C", "C", "O", "C", "H", "H", "H", "H", "H", "H", "H", "H", "H", "H", "H", "H", "H", "H", "H", "C", "O", "C", "C", "N", "C", "C", "O", "C", "H", "H", "H", "H", "H", "H", "H", "H", "H", "H", "H", "H", "H", "H", "H"],
  "coordinates": [[-1.82427, 4.21418, 3.31845], [-2.30870, 5.36196, -0.65397], [-2.58947, 6.27886, 1.79750], [-3.79147, 6.39539, 0.76468], [-2.49326, 6.08197, 3.31153], [-1.43385, 6.82140, 0.92627], [-2.32585, 4.77861, 1.45966], [-2.39240, 0.03937, 4.35296], [-2.68389, 1.51628, 3.92311], [-3.41165, 2.39876, 4.89752], [-3.73813, 3.65067, 4.25922], [-4.78415, 4.42124, 4.92686], [-1.44575, 2.13198, 3.53772], [-1.83338, -0.46978, 3.56702], [-3.28321, -0.59088, 4.39306], [-1.92407, -0.05420, 5.33258], [-3.32044, 1.56935, 3.03478], [-2.78976, 2.49779, 5.79006], [-4.33054, 1.87438, 5.16682], [-4.89910, 5.30548, 4.30583], [-4.67922, 4.49686, 6.00586], [-5.66131, 3.79759, 4.73936], [-1.10250, 1.65972, 2.71069], [-0.81835, 1.93530, 4.31167], [2.17888, 4.90006, 4.42997], [0.71588, 4.41539, 4.52996], [-0.15154, 5.10829, 5.58900], [-1.47830, 4.57473, 5.67892], [-1.97371, 4.99038, 6.97467], [0.19112, 4.53766, 3.17250], [2.65412, 4.39290, 3.59193], [2.80198, 4.73820, 5.31066], [2.17152, 5.98472, 4.31423], [0.86263, 3.34732, 4.70756], [-0.16045, 6.19906, 5.53846], [0.35708, 4.86435, 6.52536], [-2.96480, 4.57883, 7.15113], [-2.10186, 6.07318, 6.93666], [-1.28765, 4.71497, 7.77494], [0.85895, 4.24286, 2.46468], [0.35700, 5.51801, 2.92845], [1.26862, 8.61281, 2.61686], [0.27408, 9.59955, 2.01927], [-0.00571, 9.26605, 0.66024], [0.54782, 7.40289, 2.83138], [1.56501, 9.09430, 3.55066], [2.14780, 8.38127, 2.01667], [0.82200, 10.54472, 2.05511], [-0.60992, 9.80067, 2.62588], [-0.63614, 8.53488, 0.56310], [0.04649, 7.22754, 2.02453], [-1.98597, 8.75104, 5.63146], [-2.33931, 10.15085, 5.11323], [-3.42107, 10.69349, 5.83863], [-2.98730, 7.79608, 5.31462], [-1.88641, 8.95545, 6.69993], [-1.01811, 8.43728, 5.23084], [-2.62751, 9.97080, 4.07256], [-1.40493, 10.70584, 5.19118], [-4.19761, 10.15723, 5.65347], [-2.73930, 7.37099, 4.48065], [-6.12308, 8.81654, 1.42440], [-7.09978, 7.68124, 1.10709], [-6.53573, 6.50626, 1.74485], [-4.95303, 8.87220, 0.62012], [-5.79145, 8.83710, 2.46327], [-6.74130, 9.70447, 1.26923], [-7.34521, 7.53209, 0.05232], [-8.08851, 7.86932, 1.52593], [-5.64207, 6.36333, 1.41843], [-4.54288, 7.99482, 0.57699], [-3.00929, 1.54410, -0.35989], [-3.70833, 2.79193, -0.22106], [-4.98212, 2.78381, -0.91111], [-5.48452, 4.19043, -1.17308], [-4.51308, 4.95957, -1.90750], [-5.06258, 6.36698, -2.05468], [-4.02790, 7.44003, -2.56005], [-2.83985, 7.36219, -1.75967], [-2.27347, 8.67173, -1.68110], [-3.39818, 1.00305, -1.22349], [-3.26373, 0.86009, 0.45405], [-1.92214, 1.60818, -0.36871], [-5.71007, 2.30109, -0.25934], [-4.92505, 2.34299, -1.90920], [-5.63278, 4.66592, -0.20201], [-6.43169, 4.08118, -1.70493], [-4.35211, 4.57081, -2.83115], [-5.29690, 6.83398, -1.09926], [-5.96274, 6.35070, -2.66876], [-4.49565, 8.42254, -2.50476], [-3.69809, 7.33852, -3.59638], [-2.79542, 9.33960, -0.99260], [-2.22109, 9.20987, -2.62798], [-1.25923, 8.66137, -1.28392], [4.73688, 6.36791, 1.90731], [4.41587, 5.87840, 0.63210], [4.66717, 6.82961, -0.40703], [3.95642, 6.36316, -1.62290], [2.50609, 6.25760, -1.55099], [1.82315, 7.56866, -1.17925], [1.86767, 8.47706, -2.41256], [1.43890, 7.87942, -3.59857], [1.72851, 8.72855, -4.74731], [4.00573, 7.10723, 2.24794], [5.72619, 6.82731, 1.86075], [4.67725, 5.56792, 2.64383], [5.74294, 6.72650, -0.57309], [4.45074, 7.88106, -0.19873], [4.45991, 5.39655, -1.71684], [4.26633, 6.91665, -2.51048], [2.42164, 5.62969, -0.75722], [2.21170, 8.10249, -0.31080], [0.84196, 7.26000, -0.81484], [2.88150, 8.86372, -2.55728], [1.24952, 9.36872, -2.26178], [2.72677, 8.53394, -5.13774], [1.66965, 9.81945, -4.69512], [0.88412, 8.49716, -5.39544]],
  "forces_ev_per_angstrom": [[-0.50, -0.98, 0.98], [-1.45, 0.19, 0.80], [-0.28, -2.06, -0.69], [0.04, 0.94, 1.42], [-1.09, 3.57, -0.86], [0.62, 1.63, -0.12], [0.63, -3.48, -1.95], [-1.34, 0.28, -0.33], [-1.04, -1.44, -0.60], [-0.60, -0.50, 0.45], [1.02, -0.57, 0.70], [-0.55, -1.54, -1.40], [0.70, 0.48, 0.11], [0.51, 0.29, 0.15], [-0.31, 0.36, 0.22], [0.31, 0.19, -0.13], [-0.02, -0.52, -0.14], [-0.16, 0.52, 0.16], [-0.13, 0.16, 0.15], [0.17, 0.36, 0.70], [0.46, 0.52, -0.19], [-0.35, 0.26, 0.25], [0.32, -0.02, 0.06], [0.54, 0.15, -0.22], [-0.23, 0.85, 1.12], [1.79, -0.47, -0.24], [0.92, -0.83, 0.29], [0.96, 0.03, 0.35], [-0.67, 0.53, -0.50], [0.13, 1.42, -1.07], [0.05, 0.16, -0.05], [-0.25, -0.36, 0.13], [0.15, 0.00, -0.48], [-0.75, -0.09, 0.50], [-0.10, 0.06, -0.51], [0.09, 0.10, 0.11], [0.20, -0.29, -0.10], [0.06, 0.06, 0.17], [0.02, -0.19, -0.09], [0.03, -1.35, 0.28], [-0.65, 0.70, 0.54], [-1.52, 0.38, 0.29], [1.57, 0.42, -0.78], [-0.17, 0.44, -0.10], [0.35, -0.71, 0.67], [0.17, -0.69, 0.34], [-0.02, 0.53, -0.25], [-0.21, 0.25, -0.66], [-0.14, -0.63, 0.10], [0.09, 0.24, 0.74], [-0.15, 0.17, -0.15], [-0.05, 0.91, -0.03], [-0.21, -1.81, -0.35], [0.58, 0.42, -0.05], [0.07, 0.27, 0.59], [-0.16, -0.88, 0.26], [0.14, 0.00, -0.04], [0.14, 0.60, -0.34], [-0.46, 0.75, 0.06], [0.00, -0.09, 0.00], [-0.08, -0.08, 0.23], [-1.11, 0.70, -0.59], [1.30, -0.52, 1.28], [-1.07, -0.41, -0.48], [-0.23, 0.10, -0.73], [-0.49, -0.42, 0.20], [0.65, 0.48, -0.19], [0.65, 0.04, -0.29], [0.24, -0.04, 0.57], [0.12, 0.15, -0.12], [-0.04, 0.10, 0.32], [-1.03, -0.97, 0.32], [0.58, 0.55, -1.14], [-0.03, 0.49, 0.17], [0.12, -1.06, 1.36], [0.92, 2.37, 0.08], [1.33, 1.08, -0.59], [-0.93, -1.52, -0.94], [-0.05, 0.20, -0.10], [1.23, 1.55, 0.82], [0.47, 0.19, -0.37], [-0.05, 0.26, 0.35], [-0.06, 0.58, -0.22], [-0.05, -0.38, -0.31], [0.32, -0.74, 0.25], [-0.27, 0.26, -0.16], [-0.11, 0.23, 0.06], [-0.24, -0.03, -0.20], [-0.36, -0.93, 0.36], [0.07, 0.15, -0.11], [0.02, -0.03, 0.47], [-0.18, -0.28, -0.12], [-0.60, -0.46, 0.08], [-0.17, -0.60, -0.35], [0.04, -0.57, -0.26], [-0.08, 0.31, 0.06], [-1.07, 0.27, -0.06], [0.99, 0.12, 0.50], [0.83, -0.47, -1.01], [-0.03, 0.63, 1.25], [0.66, -1.58, -1.13], [-0.22, 0.81, 0.65], [0.12, 0.68, -0.65], [-0.91, -0.73, -0.03], [0.03, 0.31, -0.11], [0.10, -0.05, 0.45], [0.37, -0.21, -0.22], [0.12, 0.55, -0.34], [-0.18, -0.08, 0.77], [-0.89, -0.50, -0.65], [-0.03, 0.23, 0.11], [-0.57, -0.01, 0.13], [0.48, 0.07, -0.14], [-0.46, 0.22, -0.53], [0.24, -0.14, 0.24], [0.00, 0.12, 0.45], [-0.16, -0.45, -0.22], [-0.12, 0.06, 1.25], [0.61, -0.31, -0.67]],
  "lowdin_spin": [3.697, 0.010, 0.014, 0.006, 0.040, 0.004, 0.047, 0.002, 0.003, 0.002, 0.035, 0.004, 0.030, 0.000, 0.000, 0.000, 0.000, 0.000, 0.000, 0.000, 0.000, 0.001, 0.001, 0.001, 0.004, 0.006, 0.001, 0.020, 0.004, 0.053, 0.000, 0.001, 0.000, 0.000, 0.000, 0.000, 0.000, 0.000, 0.001, 0.004, 0.003, 0.000, 0.000, 0.000, 0.000, 0.000, 0.000, 0.000, 0.000, 0.000, 0.000, 0.000, 0.000, 0.000, 0.001, 0.000, 0.000, 0.000, 0.000, 0.000, 0.001, 0.000, 0.000, 0.000, 0.000, 0.000, 0.000, 0.000, 0.000, 0.000, 0.000, 0.000, 0.000, 0.000, 0.000, 0.000, 0.000, 0.000, 0.000, 0.000, 0.000, 0.000, 0.000, 0.000, 0.000, 0.000, 0.000, 0.000, 0.000, 0.000, 0.000, 0.000, 0.000, 0.000, 0.000, 0.000, 0.000, 0.000, 0.000, 0.000, 0.000, 0.000, 0.000, 0.000, 0.000, 0.000, 0.000, 0.000, 0.000, 0.000, 0.000, 0.000, 0.000, 0.000, 0.000, 0.000, 0.000, 0.000, 0.000]
}